(1)
{
  "formula": "C44H56BN4O4RhS",
  "method": "wB97M-V/def2-TZVPD",
  "symbols": ["Rh", "O", "C", "C", "C", "C", "C", "C", "C", "O", "N", "N", "C", "C", "C", "C", "C", "C", "C", "O", "H", "H", "H", "H", "H", "H", "H", "H", "H", "H", "C", "C", "S", "O", "C", "C", "H", "H", "H", "H", "H", "H", "H", "H", "H", "H", "C", "C", "C", "C", "C", "C", "C", "C", "C", "C", "C", "C", "N", "B", "N", "C", "C", "C", "C", "C", "C", "C", "C", "C", "C", "C", "C", "C", "C", "H", "H", "H", "H", "H", "H", "H", "H", "H", "H", "H", "H", "H", "H", "H", "H", "H", "H", "H", "H", "H", "H", "H", "H", "H", "H", "H", "H", "H", "H", "H", "H", "H", "H", "H", "H"],
  "xyz": [[-2.382, 0.351, 0.574], [1.376, -0.702, -3.248], [0.405, -1.237, -4.038], [0.718, -1.674, -5.321], [-0.256, -2.215, -6.137], [-1.557, -2.321, -5.662], [-1.857, -1.890, -4.387], [-0.891, -1.338, -3.528], [-1.364, -0.936, -2.146], [-0.654, -0.233, -1.225], [-2.540, -1.351, -1.863], [-3.089, -1.070, -0.631], [-4.157, -1.789, -0.409], [-4.995, -1.698, 0.745], [-5.866, -2.764, 1.029], [-6.684, -2.744, 2.132], [-6.649, -1.617, 2.969], [-5.838, -0.545, 2.699], [-4.988, -0.533, 1.561], [-4.312, 0.523, 1.268], [2.210, -0.616, -3.718], [1.742, -1.583, -5.663], [-0.001, -2.550, -7.132], [-2.339, -2.733, -6.283], [-2.868, -1.969, -4.024], [-4.408, -2.518, -1.174], [-5.875, -3.616, 0.360], [-7.342, -3.571, 2.351], [-7.284, -1.591, 3.847], [-5.831, 0.332, 3.332], [-1.426, 0.500, 5.793], [-1.661, 1.576, 4.749], [-2.135, 0.870, 3.141], [-2.293, 2.092, 2.247], [-0.511, 0.225, 2.626], [0.477, 1.365, 2.374], [-1.279, 0.952, 6.774], [-0.542, -0.096, 5.571], [-2.279, -0.174, 5.860], [-0.804, 2.231, 4.605], [-2.518, 2.199, 5.007], [-0.726, -0.316, 1.679], [-0.162, -0.520, 3.343], [-0.047, 2.208, 1.917], [1.253, 1.035, 1.683], [0.961, 1.712, 3.288], [-0.667, 1.871, -3.830], [-1.168, 2.869, -2.795], [-2.246, 2.406, -1.816], [-0.062, 3.547, -2.011], [-0.112, 4.939, -2.030], [0.766, 5.727, -1.317], [1.663, 5.099, -0.482], [1.737, 3.712, -0.389], [2.600, 3.186, 0.764], [4.095, 3.508, 0.630], [2.105, 3.760, 2.099], [0.937, 2.914, -1.241], [1.256, 1.501, -1.295], [0.670, 0.184, -1.050], [1.743, -0.688, -0.594], [2.913, -0.020, -0.971], [2.630, 1.219, -1.377], [1.863, -1.874, 0.221], [1.319, -3.109, -0.174], [1.468, -4.218, 0.654], [2.163, -4.146, 1.842], [2.735, -2.944, 2.203], [2.607, -1.802, 1.421], [3.338, -0.570, 1.925], [4.852, -0.697, 1.711], [3.086, -0.309, 3.414], [0.645, -3.339, -1.499], [-0.711, -4.025, -1.350], [1.556, -4.138, -2.434], [-1.496, 1.329, -4.284], [0.033, 1.164, -3.404], [-0.138, 2.401, -4.624], [-1.647, 3.667, -3.373], [-1.846, 1.804, -0.991], [-3.044, 1.847, -2.308], [-2.690, 3.283, -1.343], [-0.876, 5.408, -2.636], [0.720, 6.805, -1.379], [2.309, 5.696, 0.145], [2.481, 2.104, 0.824], [4.254, 4.586, 0.617], [4.550, 3.102, -0.268], [4.640, 3.107, 1.486], [2.382, 4.808, 2.207], [2.559, 3.217, 2.928], [1.019, 3.692, 2.191], [3.863, -0.515, -0.956], [3.300, 1.957, -1.763], [1.039, -5.160, 0.344], [2.271, -5.017, 2.472], [3.305, -2.885, 3.121], [2.989, 0.298, 1.366], [5.253, -1.492, 2.340], [5.355, 0.232, 1.982], [5.113, -0.936, 0.684], [3.678, -0.978, 4.037], [2.040, -0.442, 3.681], [3.378, 0.711, 3.668], [0.512, -2.373, -1.961], [-0.587, -5.072, -1.070], [-1.256, -4.001, -2.292], [-1.324, -3.543, -0.587], [1.701, -5.155, -2.064], [2.537, -3.670, -2.524], [1.112, -4.201, -3.430]],
  "atomic_forces_ev_per_a": [[-2.1, 0.6, -0.8], [-0.3, -0.1, -0.3], [0.1, 0.1, 0.0], [-0.1, 0.0, 0.0], [0.0, 0.0, 0.1], [0.1, 0.0, 0.0], [0.1, 0.1, 0.1], [-0.1, 0.1, 0.0], [-0.6, -0.5, 0.0], [0.0, 0.4, 0.3], [0.5, 0.1, -0.3], [0.0, -0.4, 0.3], [0.3, 0.4, 0.0], [0.2, 0.0, -0.1], [-0.1, 0.0, 0.1], [0.1, 0.0, -0.1], [0.0, 0.0, 0.0], [0.0, 0.1, -0.1], [-0.1, -0.1, -0.1], [0.6, 0.0, 0.3], [0.0, 0.0, -0.1], [0.0, 0.0, 0.0], [0.0, 0.0, 0.0], [0.0, 0.0, 0.0], [0.0, 0.0, 0.1], [0.0, 0.0, 0.0], [0.0, -0.1, 0.0], [0.0, 0.0, 0.0], [0.0, 0.0, 0.0], [0.0, 0.0, 0.0], [0.0, 0.0, 0.0], [0.0, 0.0, -0.1], [0.3, 0.2, 0.3], [0.3, -0.7, -0.4], [0.5, 0.1, 0.0], [-0.4, -0.5, 0.1], [0.0, 0.0, 0.0], [0.0, 0.0, 0.0], [0.0, 0.0, 0.0], [0.1, 0.0, 0.0], [0.0, 0.0, 0.0], [0.1, -0.1, 0.4], [0.0, 0.0, 0.1], [-0.1, -0.3, 0.0], [-0.3, 0.0, 0.2], [-0.1, -0.1, 0.0], [0.0, 0.0, 0.1], [0.0, 0.2, -0.1], [0.0, 0.0, 0.0], [0.1, 0.0, -0.2], [0.0, 0.0, 0.0], [0.0, -0.1, 0.0], [0.0, 0.0, 0.0], [0.1, 0.1, 0.2], [0.1, -0.1, -0.2], [-0.2, 0.0, 0.0], [-0.2, 0.2, -0.1], [-0.2, 0.0, 0.1], [-0.2, -0.2, -0.1], [0.2, -0.2, 0.2], [0.0, -0.1, 0.2], [0.0, 0.1, 0.0], [0.2, 0.0, -0.1], [0.0, 0.0, 0.0], [0.1, 0.0, 0.1], [0.0, 0.1, 0.1], [0.0, 0.0, 0.0], [0.1, 0.0, 0.0], [0.0, 0.0, 0.0], [0.0, 0.1, -0.1], [-0.1, 0.0, 0.0], [-0.1, 0.0, 0.0], [0.0, 0.0, 0.0], [0.0, 0.0, 0.0], [0.0, 0.0, 0.0], [-0.1, 0.0, 0.0], [0.0, 0.0, 0.0], [0.0, 0.0, 0.0], [0.1, 0.0, 0.0], [0.0, 0.1, -0.2], [0.0, -0.1, 0.0], [-0.1, 0.0, 0.0], [0.0, 0.0, 0.0], [0.0, 0.0, 0.0], [0.1, 0.1, 0.1], [0.1, 0.3, -0.2], [0.0, 0.1, 0.0], [0.0, -0.1, -0.2], [0.0, 0.0, 0.1], [0.1, 0.1, 0.0], [0.0, 0.0, 0.0], [0.4, 0.2, 0.0], [0.2, 0.0, 0.0], [0.2, 0.2, 0.0], [0.0, -0.1, 0.0], [0.0, 0.0, 0.0], [0.0, 0.0, 0.0], [0.1, -0.1, 0.0], [0.0, -0.1, 0.0], [0.0, 0.0, 0.0], [0.0, 0.0, -0.1], [0.0, 0.0, 0.0], [0.0, 0.0, 0.0], [0.0, 0.0, 0.0], [0.0, 0.0, 0.1], [0.0, 0.0, 0.0], [0.0, 0.0, -0.1], [0.0, 0.0, 0.0], [0.0, 0.0, 0.0], [0.0, 0.0, 0.0], [0.0, 0.0, 0.0]],
  "lowdin_charge": [0.691, 0.039, -0.274, -0.011, -0.071, -0.075, -0.021, -0.086, -0.264, 0.125, 0.090, -0.098, -0.044, -0.156, -0.059, -0.111, -0.092, -0.018, -0.376, -0.190, 0.134, 0.120, 0.107, 0.104, 0.110, 0.131, 0.107, 0.092, 0.100, 0.111, -0.136, -0.389, 0.903, -0.542, -0.374, -0.153, 0.075, 0.061, 0.075, 0.081, 0.090, 0.046, 0.079, 0.066, 0.049, 0.070, -0.032, -0.350, -0.046, -0.116, -0.037, -0.066, -0.044, -0.114, -0.365, -0.051, -0.072, -0.059, 0.143, -0.586, 0.119, -0.081, -0.085, -0.057, -0.114, -0.033, -0.061, -0.040, -0.116, -0.370, -0.047, -0.063, -0.367, -0.046, -0.036, 0.089, 0.045, 0.093, 0.121, 0.028, 0.087, 0.093, 0.113, 0.105, 0.107, 0.078, 0.075, 0.067, 0.077, 0.080, 0.077, 0.072, 0.124, 0.129, 0.110, 0.105, 0.109, 0.084, 0.081, 0.081, 0.066, 0.076, 0.063, 0.081, 0.075, 0.076, 0.078, 0.083, 0.081, 0.085, 0.079],
  "homo_lumo_gap_ev": [6.62, 6.68],
  "e_homo_ha": [-0.24287, -0.24509]
}

***

(2)
{
  "formula": "C44H56BiCl2N8O3PS3",
  "method": "wB97M-V/def2-TZVPD",
  "symbols": ["Bi", "C", "N", "C", "C", "N", "C", "C", "C", "C", "C", "C", "C", "C", "C", "N", "C", "N", "C", "C", "N", "C", "C", "C", "N", "C", "C", "H", "H", "H", "H", "H", "H", "H", "H", "H", "H", "H", "H", "H", "H", "H", "H", "H", "H", "H", "H", "H", "H", "H", "H", "H", "H", "H", "H", "H", "H", "N", "C", "C", "O", "O", "H", "H", "H", "H", "H", "C", "P", "C", "C", "H", "H", "H", "H", "H", "H", "H", "H", "H", "O", "C", "C", "C", "C", "C", "S", "C", "C", "C", "C", "S", "C", "C", "C", "C", "S", "H", "H", "H", "H", "H", "H", "H", "H", "H", "Cl", "C", "C", "C", "C", "C", "Cl", "C", "N", "H", "H", "H"],
  "xyz": [[-0.333, 0.743, 0.218], [-0.127, -4.586, -4.250], [0.477, -3.334, -3.849], [0.840, -2.511, -4.979], [0.330, -2.856, -2.557], [0.290, -1.636, -2.180], [-0.009, -0.548, -2.966], [-1.170, -0.546, -3.724], [-1.511, 0.539, -4.531], [-0.668, 1.610, -4.624], [0.537, 1.648, -3.892], [1.452, 2.701, -4.088], [2.654, 2.704, -3.436], [2.954, 1.708, -2.511], [2.064, 0.677, -2.242], [2.305, -0.116, -1.150], [3.375, -0.772, -0.891], [4.196, -1.369, -1.835], [5.632, -1.339, -1.700], [3.737, -1.552, -3.184], [3.784, -0.979, 0.400], [3.285, -0.083, 1.418], [4.030, -2.328, 0.860], [0.854, 0.590, -2.996], [0.278, -3.859, -1.606], [1.354, -4.819, -1.534], [-0.339, -3.584, -0.326], [0.609, -5.221, -4.751], [-0.947, -4.399, -4.954], [-0.528, -5.110, -3.388], [1.554, -3.065, -5.599], [1.302, -1.582, -4.662], [-0.032, -2.259, -5.597], [-1.807, -1.421, -3.693], [-2.425, 0.501, -5.108], [-0.896, 2.437, -5.279], [1.191, 3.489, -4.778], [3.372, 3.489, -3.620], [3.875, 1.751, -1.942], [5.908, -1.045, -0.693], [6.065, -0.616, -2.404], [6.052, -2.324, -1.921], [2.660, -1.662, -3.165], [4.178, -2.467, -3.589], [4.004, -0.719, -3.847], [3.301, 0.930, 1.022], [3.944, -0.144, 2.284], [2.267, -0.325, 1.721], [4.246, -2.970, 0.008], [3.148, -2.710, 1.388], [4.881, -2.330, 1.547], [0.955, -5.813, -1.328], [2.038, -4.555, -0.720], [1.916, -4.832, -2.462], [-0.696, -2.557, -0.294], [0.378, -3.719, 0.484], [-1.174, -4.277, -0.175], [-2.061, -2.643, 4.101], [-1.696, -2.145, 2.778], [-0.184, -2.072, 2.687], [0.446, -2.765, 3.623], [0.416, -1.481, 1.822], [-0.243, -3.149, 4.214], [-3.033, -2.931, 4.114], [-1.967, -1.892, 4.785], [-2.103, -1.164, 2.510], [-2.037, -2.857, 2.019], [-4.577, -1.049, 1.065], [-3.121, -0.937, -0.083], [-3.723, -2.267, -1.248], [-3.597, 0.467, -1.197], [-5.498, -0.724, 0.581], [-4.394, -0.446, 1.949], [-4.682, -2.092, 1.365], [-4.757, -2.107, -1.549], [-3.639, -3.244, -0.777], [-3.087, -2.260, -2.129], [-4.667, 0.455, -1.412], [-3.046, 0.350, -2.131], [-3.314, 1.420, -0.757], [-2.165, 0.976, 1.446], [-2.310, 1.839, 2.540], [-1.593, 3.162, 2.371], [-0.878, 3.867, 3.285], [-0.518, 5.157, 2.834], [-0.988, 5.425, 1.592], [-1.889, 4.105, 0.950], [-1.818, 1.149, 3.796], [-0.568, 0.641, 3.977], [-0.392, 0.008, 5.227], [-1.520, 0.031, 5.983], [-2.824, 0.817, 5.172], [-3.754, 2.293, 2.666], [-4.758, 2.195, 1.756], [-5.935, 2.877, 2.142], [-5.798, 3.513, 3.330], [-4.230, 3.292, 4.005], [-0.604, 3.474, 4.247], [0.056, 5.853, 3.418], [-0.873, 6.315, 1.005], [0.197, 0.751, 3.232], [0.535, -0.443, 5.533], [-1.664, -0.336, 6.981], [-4.663, 1.651, 0.839], [-6.835, 2.893, 1.550], [-6.519, 4.098, 3.867], [2.360, 2.166, 3.954], [2.345, 3.180, 2.558], [3.136, 4.305, 2.541], [3.108, 5.156, 1.448], [2.283, 4.861, 0.374], [1.540, 3.703, 0.377], [0.560, 3.309, -1.002], [1.505, 2.803, 1.480], [0.688, 1.777, 1.525], [3.769, 4.523, 3.389], [3.731, 6.036, 1.427], [2.235, 5.527, -0.472]],
  "atomic_forces_ev_per_a": [[-0.2, -0.3, 0.0], [-0.1, -0.2, 0.0], [-0.1, 0.1, 0.2], [0.2, 0.1, -0.1], [0.0, 0.0, -0.3], [0.1, 0.0, 0.5], [-0.7, -0.1, -0.6], [0.2, -0.1, 0.4], [0.1, 0.2, -0.2], [-0.3, 0.0, -0.1], [0.1, -0.1, 0.0], [0.3, 0.1, 0.0], [-0.1, 0.1, -0.4], [-0.1, -0.4, 0.0], [0.6, 0.6, -0.5], [-0.4, -0.2, 0.9], [0.3, -0.2, -0.2], [-0.2, 0.3, 0.0], [0.2, 0.0, 0.0], [-0.1, -0.1, -0.1], [-0.1, 0.0, -0.1], [-0.1, 0.1, 0.0], [0.1, -0.1, 0.0], [0.1, 0.0, -0.1], [0.0, 0.1, 0.1], [0.0, -0.1, 0.0], [-0.2, 0.0, 0.0], [0.0, 0.0, 0.0], [0.0, 0.0, 0.0], [0.0, 0.0, 0.0], [0.0, 0.1, 0.0], [0.0, -0.1, -0.1], [0.1, 0.0, 0.1], [0.0, 0.0, 0.0], [-0.1, 0.1, 0.0], [0.0, 0.1, -0.1], [0.0, 0.1, -0.1], [0.0, 0.1, 0.0], [0.0, 0.0, 0.1], [0.0, 0.0, 0.0], [0.0, 0.0, 0.0], [0.1, 0.0, 0.0], [-0.1, 0.0, -0.1], [0.0, 0.0, 0.0], [0.0, 0.0, 0.0], [0.0, 0.1, 0.1], [0.0, 0.0, 0.0], [0.2, 0.0, 0.1], [0.0, -0.1, 0.1], [0.0, 0.0, 0.0], [0.0, -0.1, 0.0], [0.1, -0.1, 0.0], [0.1, 0.0, 0.0], [0.0, -0.1, -0.1], [-0.1, -0.1, 0.0], [0.1, 0.0, 0.0], [0.0, 0.0, 0.1], [-0.3, 0.1, 0.1], [0.0, 0.1, 0.1], [-0.5, -0.3, 0.2], [0.4, 0.0, -0.1], [0.0, 0.2, -0.3], [-0.1, 0.1, -0.2], [0.1, -0.1, 0.0], [-0.1, -0.1, -0.2], [0.1, -0.1, 0.1], [0.1, 0.0, 0.0], [0.6, 0.1, 0.0], [-1.1, -0.6, -0.9], [0.3, 0.2, 0.3], [0.2, -0.2, 0.2], [0.0, 0.0, 0.0], [-0.1, 0.1, 0.1], [0.0, -0.1, 0.0], [-0.1, 0.0, -0.1], [0.0, -0.1, 0.0], [0.0, -0.1, -0.1], [0.0, 0.0, 0.0], [0.0, 0.0, 0.0], [-0.1, 0.1, 0.0], [0.3, 0.3, -0.1], [0.1, 0.3, 0.1], [0.1, 0.5, -0.1], [-0.1, -0.2, -0.1], [-0.1, 0.3, -0.1], [-0.2, -0.1, -0.1], [0.0, 0.1, 0.6], [-0.3, -0.2, 0.4], [-0.2, 0.1, 0.1], [-0.1, 0.0, 0.1], [-0.5, 0.2, 0.0], [0.6, -0.2, 0.1], [-0.3, -0.1, 0.3], [0.2, -0.2, 0.1], [-0.2, 0.2, 0.0], [0.3, 0.0, 0.2], [-0.5, 0.0, -0.6], [0.1, -0.1, 0.2], [0.2, 0.1, 0.1], [0.1, 0.2, -0.1], [0.1, 0.1, -0.1], [0.2, 0.0, 0.1], [0.0, -0.1, 0.2], [0.1, -0.1, -0.2], [-0.1, 0.0, 0.0], [-0.2, 0.1, 0.1], [0.1, -0.2, 0.3], [0.0, 0.0, -0.3], [0.0, 0.1, 0.0], [0.0, 0.1, 0.0], [0.1, 0.0, -0.2], [0.3, 0.0, 0.3], [0.2, 0.3, -0.3], [0.2, 0.7, -0.6], [0.0, -0.9, 0.6], [0.0, 0.0, 0.1], [0.0, 0.1, 0.0], [0.0, 0.1, -0.2]],
  "lowdin_charge": [1.777, -0.061, -0.139, -0.058, -0.363, 0.146, -0.300, -0.077, -0.085, -0.042, -0.197, -0.081, -0.104, -0.054, -0.308, 0.127, -0.368, -0.146, -0.060, -0.055, -0.157, -0.073, -0.051, -0.123, -0.165, -0.058, -0.067, 0.090, 0.091, 0.084, 0.097, 0.075, 0.094, 0.104, 0.108, 0.108, 0.108, 0.106, 0.121, 0.087, 0.091, 0.088, 0.054, 0.096, 0.099, 0.080, 0.089, 0.040, 0.079, 0.086, 0.090, 0.090, 0.080, 0.086, 0.029, 0.079, 0.090, 0.032, -0.179, -0.539, 0.123, -0.029, 0.104, 0.090, 0.039, 0.072, 0.119, -0.271, 0.800, -0.289, -0.287, 0.044, 0.017, 0.034, 0.037, 0.024, 0.004, 0.048, 0.011, 0.008, -0.501, -0.595, -0.504, -0.135, -0.170, -0.390, 1.019, -0.446, -0.184, -0.187, -0.418, 1.027, -0.488, -0.137, -0.173, -0.395, 1.029, 0.117, 0.106, 0.066, 0.036, 0.111, 0.063, 0.074, 0.101, 0.059, 0.744, -0.607, -0.125, -0.107, -0.124, -0.559, 0.736, -0.527, -0.300, 0.100, 0.095, 0.103],
  "homo_lumo_gap_ev": 6.74,
  "e_homo_ha": -0.24104
}

***

no.,electronic energy (Eh)
1,-2763.801315
2,-5044.880240